No. 1
The following is a DFT calculation (ωB97M-V/def2-TZVPD) of a structure of composition C37H56BrN3OPdSi.

Structure (XYZ):
```
100
Properties=species:S:1:pos:R:3:forces:R:3:mulliken_charge:R:1
Pd -0.111382 -0.457244 -0.216644 -0.3 0.4 -0.5 -0.12
C -3.201055 5.797795 2.073512 0.0 0.0 0.0 -1.60
C -4.129317 4.739099 2.595455 0.0 -0.1 0.0 1.18
C -5.198551 5.066095 3.411995 -0.1 -0.1 0.0 -0.68
C -6.059582 4.097243 3.918488 0.0 0.0 0.0 -0.67
C -5.819816 2.767625 3.609015 0.0 0.0 0.0 -1.07
C -4.755414 2.407233 2.799691 0.1 0.1 -0.1 -0.35
C -3.908126 3.383151 2.262343 0.0 0.1 0.1 0.21
N -2.842358 3.086264 1.423708 0.0 0.1 0.0 -0.07
C -2.360958 1.777813 1.085626 0.2 -0.1 -0.1 -0.59
N -3.314604 0.995456 0.515982 0.0 0.1 -0.1 0.26
C -3.272705 -0.280354 -0.162715 0.0 0.0 0.1 0.37
C -2.077492 -0.904610 -0.584033 0.1 -0.1 -0.1 -0.15
C -2.331200 -2.124004 -1.270114 0.2 0.0 0.0 -0.33
C -3.579963 -2.674999 -1.489074 -0.1 -0.1 0.0 -0.88
C -4.714447 -2.008437 -1.044574 0.0 0.0 0.0 -0.73
C -4.568994 -0.798856 -0.380473 0.1 -0.1 0.0 1.21
C -5.816843 -0.090019 0.089689 0.0 0.0 0.0 -1.25
N -1.140856 1.471625 1.239098 -0.2 -0.1 0.3 0.22
C -0.228331 2.274254 1.903213 0.0 0.0 0.0 -0.64
C 0.867425 2.761508 1.176631 0.0 0.0 0.0 -0.33
C 1.828479 3.540479 1.789971 0.0 0.0 0.0 -0.68
C 1.733526 3.834036 3.146650 0.0 0.0 0.1 -0.71
C 0.679821 3.305211 3.879495 0.1 0.0 0.0 -0.82
C -0.302813 2.518223 3.287151 0.0 0.0 0.0 1.98
C -1.386765 1.904744 4.131580 0.0 0.0 0.0 -1.33
H -3.523024 6.786766 2.400045 0.0 0.0 0.0 0.39
H -3.161987 5.786048 0.981122 0.0 0.0 0.0 0.36
H -2.176306 5.649348 2.429409 0.0 0.0 0.0 0.28
H -5.357933 6.111400 3.657139 0.0 0.0 0.0 0.31
H -6.891971 4.378442 4.550980 0.0 0.0 0.0 0.37
H -6.458733 1.989299 4.008915 0.0 0.0 0.0 0.39
H -4.558152 1.365854 2.593870 0.0 0.0 0.0 0.68
H -2.063103 3.724529 1.504234 0.0 0.0 0.0 0.52
H -4.177989 1.491386 0.378137 0.1 0.0 -0.1 0.24
H -1.468270 -2.658379 -1.655249 -0.1 0.0 0.0 0.28
H -3.676044 -3.624161 -2.011209 0.0 0.0 0.0 0.32
H -5.709269 -2.414103 -1.207523 0.0 0.0 0.0 0.21
H -6.698124 -0.677630 -0.172972 0.0 0.0 0.0 0.36
H -5.948279 0.898260 -0.369827 0.0 0.0 0.0 0.33
H -5.829281 0.060791 1.172565 0.0 0.0 0.0 0.20
H 0.953317 2.447999 0.144000 0.0 0.0 0.0 0.26
H 2.676427 3.889671 1.211528 0.0 0.0 0.0 0.33
H 2.493488 4.432116 3.637056 0.0 0.0 0.0 0.38
H 0.622228 3.485698 4.949367 0.0 0.0 0.0 0.40
H -0.971678 1.538929 5.074192 0.0 0.0 0.0 0.48
H -1.844882 1.059850 3.617547 0.0 0.0 0.0 -0.04
H -2.181275 2.616642 4.373310 0.0 0.0 0.0 0.33
C 0.743921 -1.052381 5.710761 0.0 0.0 0.0 -2.15
C -0.133286 -2.292305 5.486470 0.0 0.0 -0.1 2.79
C -0.048422 -3.171661 6.737802 0.0 0.0 0.0 -1.83
C -1.575091 -1.774408 5.353087 0.0 0.0 0.0 -1.73
Si 0.436804 -3.173676 3.849130 0.2 0.0 0.2 -1.44
Br -0.138830 -1.894930 2.120424 -0.2 -0.1 0.2 -0.22
C 2.367356 -3.303639 3.737477 0.0 0.0 0.0 2.84
C 3.021082 -3.837235 5.018259 0.0 0.0 0.0 -1.85
C 2.749108 -4.236422 2.578279 0.0 0.0 0.0 -2.28
C 2.993788 -1.937523 3.400518 0.0 0.0 0.0 -1.98
C -0.428280 -4.898262 3.632924 0.0 0.0 0.0 2.58
C -1.914634 -4.776835 3.998050 0.0 0.0 0.0 -2.12
C -0.388915 -5.353930 2.166797 0.0 0.0 0.0 -1.96
C 0.185687 -6.001623 4.502242 0.0 0.0 0.0 -1.78
H 0.348358 -0.484128 6.561816 0.0 0.0 0.0 0.66
H 0.742975 -0.394729 4.839399 0.0 0.0 0.0 0.32
H 1.777718 -1.308729 5.941766 0.0 0.0 0.0 0.30
H -0.365140 -2.591840 7.614708 0.0 0.0 0.0 0.54
H 0.966339 -3.527742 6.927925 0.0 0.0 0.0 0.27
H -0.702752 -4.042092 6.675270 0.0 0.0 0.0 0.26
H -1.786290 -1.090827 6.184043 0.0 0.0 0.0 0.58
H -2.313158 -2.573833 5.391891 0.0 0.0 0.0 0.29
H -1.720153 -1.226947 4.422706 0.0 0.0 0.0 0.02
H 2.637646 -4.816814 5.312274 0.0 0.0 0.0 0.27
H 2.885716 -3.158599 5.862077 0.0 0.0 0.0 0.29
H 4.101739 -3.941125 4.858229 0.0 0.0 0.0 0.52
H 2.469831 -5.275636 2.759669 0.0 0.0 0.0 0.39
H 3.837142 -4.207237 2.446268 0.0 0.0 0.0 0.61
H 2.296168 -3.909620 1.640749 0.0 0.0 0.0 0.39
H 2.913138 -1.223634 4.219688 0.0 0.0 0.0 0.16
H 2.555814 -1.474744 2.513042 0.0 0.0 -0.1 0.24
H 4.062421 -2.087282 3.203706 0.0 0.0 0.0 0.59
H -2.395798 -3.962124 3.455554 0.0 0.0 0.0 0.34
H -2.070327 -4.623467 5.066183 0.0 0.0 0.0 0.32
H -2.427422 -5.706441 3.723066 0.0 0.0 0.0 0.63
H -0.802186 -4.598308 1.499772 0.0 0.0 0.0 0.38
H -0.992778 -6.264726 2.066461 0.0 0.0 0.0 0.54
H 0.616667 -5.586776 1.821998 0.0 0.0 0.0 0.33
H 0.147722 -5.763480 5.567008 0.0 0.0 0.0 0.24
H 1.225709 -6.199836 4.242524 0.0 0.0 0.0 0.26
H -0.370089 -6.936928 4.353659 0.0 0.0 0.0 0.53
C 3.076726 1.169913 -1.420171 0.0 -0.1 0.0 -1.38
C 2.929722 -0.134815 -0.610066 0.1 0.0 0.0 0.38
C 4.276527 -0.466761 0.064668 0.0 0.0 0.0 -1.33
O 1.938311 -0.040642 0.320573 0.1 -0.1 0.0 -0.45
H 3.833670 1.096930 -2.212441 0.0 0.0 0.0 0.46
H 3.349801 1.987237 -0.743669 0.0 0.0 0.0 0.12
H 2.110966 1.402132 -1.873866 0.0 0.0 0.0 0.24
H 2.746184 -0.937640 -1.359308 0.0 0.0 0.1 0.19
H 4.560256 0.350225 0.736227 0.0 0.0 0.0 0.30
H 5.083831 -0.625593 -0.662212 0.0 0.0 0.0 0.44
H 4.161205 -1.370828 0.666609 0.0 0.0 0.0 0.09
```
Forces are in eV/Å.

Computed properties:
Charge: -2
Multiplicity: 1
Gap between HOMO and LUMO (eV): 2.64
Relative energy (zero: lowest compared OMol25 entry of this formula, charge and spin) (kcal/mol): 28.8

---

No. 2
The following is a DFT calculation (ωB97M-V/def2-TZVPD) of a cluster of 2 separate species, C12H9Cl2F5O4 in total.

Structure (XYZ):
```
32
Properties=species:S:1:pos:R:3:forces:R:3:mulliken_charge:R:1
O -2.360296 -4.921252 -1.739168 4.6 7.9 -3.2 -0.51
C -1.732684 -3.880570 -2.292203 -2.5 -5.3 0.2 0.52
O -1.541480 -3.838333 -3.777246 -0.6 1.7 4.5 -0.31
C -1.166760 -2.406086 -3.992350 -0.1 -1.6 0.3 -0.45
C -0.137121 -2.273306 -2.681034 -1.9 -1.0 -4.0 0.51
O 0.785084 -3.393635 -2.935245 0.4 2.9 2.6 -0.52
C 0.409737 -0.729852 -2.749495 1.5 0.9 1.0 0.89
F 1.885126 -0.804654 -2.985392 -4.0 0.2 0.4 -0.30
F -0.195210 -0.051277 -3.937856 1.8 -1.9 3.5 -0.30
C 0.163454 0.158599 -1.394043 -1.3 2.6 2.6 0.09
C -0.893579 1.429276 -1.502896 1.6 -0.5 3.7 -0.37
C -1.202642 2.362133 -0.179340 2.9 -3.8 0.2 -0.50
C -0.451970 1.972717 1.235855 0.4 -1.7 -2.5 -0.09
C 0.598501 0.700351 1.412209 -1.8 1.1 -4.1 0.07
C 1.243815 0.388429 2.887335 -1.6 -0.7 0.3 0.77
F 1.437474 -1.101680 3.020416 0.0 5.1 -0.2 -0.25
F 0.167723 0.731895 3.889995 3.9 -1.0 -2.8 -0.24
F 2.461777 1.165390 3.216762 -4.0 -3.0 -0.8 -0.21
C 0.904577 -0.205990 0.053060 -2.2 2.6 -0.2 -0.26
O -1.110596 -2.674580 -1.651874 0.2 -2.3 -2.0 -0.31
H -0.668766 -2.365833 -5.050503 -1.1 0.2 2.3 0.32
H -2.210402 -1.882962 -3.820470 2.6 -0.2 -0.7 0.29
H 1.438593 -3.409223 -2.160546 -1.2 0.0 -1.6 0.39
H -1.460973 1.697813 -2.502310 1.5 -0.8 2.2 0.30
H -1.974701 3.268346 -0.237583 2.0 -2.3 0.2 0.29
H -0.696402 2.618810 2.186015 0.6 -1.5 -2.1 -0.03
H 1.650516 -1.122196 0.085790 -1.8 2.2 0.0 0.23
C 1.039216 3.616699 5.487569 0.4 -0.3 0.0 -0.19
Cl 0.987593 4.594371 6.959526 0.1 -0.1 0.0 -0.16
Cl -0.360353 3.942887 4.457999 0.0 0.0 0.0 -0.16
H 1.950952 3.854525 4.934364 -0.3 0.0 0.1 0.28
H 1.039795 2.559191 5.762661 -0.1 0.3 -0.1 0.23
```
Forces are in eV/Å.

Computed properties:
Multiplicity: 1
Gap between HOMO and LUMO (eV): 8.61
Structure (SMILES): O=C1OC[C@@](O)(C(F)(F)c2cccc(C(F)(F)F)c2)O1.ClCCl

---

No. 3
The following is a DFT calculation (ωB97M-V/def2-TZVPD) of a cluster of 2 separate species, C2H6OS in total.

Structure (XYZ):
```
10
Properties=species:S:1:pos:R:3:forces:R:3:mulliken_charge:R:1
S 2.398585 0.629894 -0.192630 0.1 0.0 0.0 -1.18
H 3.449596 -0.180450 -0.406045 0.4 0.1 0.0 0.32
H 1.599232 -0.448143 -0.382911 -0.1 -0.1 0.0 0.35
O -2.533757 -1.321889 -0.200201 -0.4 0.1 0.1 -0.42
C -2.188755 -0.368507 0.452889 0.7 -0.1 -0.1 0.23
C -0.887197 0.327027 0.199681 -0.2 0.8 -0.1 -1.74
H -2.802682 -0.005215 1.299439 -0.1 0.0 0.0 0.36
H -0.240870 0.421307 1.080936 -0.2 -0.4 0.0 0.48
H -1.043865 1.377053 -0.095589 -0.3 -0.2 0.0 0.28
H -0.381819 -0.159888 -0.624199 0.1 -0.2 0.1 0.32
```
Forces are in eV/Å.

Computed properties:
Charge: -1
Multiplicity: 2
Gap between HOMO and LUMO (alpha / beta) (eV): 2.39 / 8.84
Relative energy (zero: lowest compared OMol25 entry of this formula, charge and spin) (kcal/mol): 11.6